Entry 1:
DFT (wB97M-V/def2-TZVPD) results for a structure of composition C43H59BrCaClIN2O8S in a non-equilibrium geometry.

LUMO level (spin up / spin down): -3.95 / -4.18 eV
maximum force: 1.56 eV/A
HOMO (spin up / spin down): -9.6 / -9.2 eV
expectation value of S²: 1.763
HOMO-LUMO gap (spin up / spin down): 5.65 / 5.00 eV
total charge: +1
2S+1: 2

Last column: Löwdin spin population.
Positions of all 117 atoms, in Å:
C (3.44, -4.28, -0.08)  0.000
C (4.15, -4.20, 1.28)  0.000
C (5.31, -3.22, 1.24)  0.000
O (5.81, -2.97, 2.54)  0.000
C (6.06, -1.60, 2.80)  0.000
C (4.76, -0.86, 3.05)  0.000
C (3.98, -1.40, 4.07)  0.001
C (2.75, -0.90, 4.41)  0.001
C (1.95, -1.59, 5.48)  0.014
C (1.04, -2.63, 4.89)  0.065
O (0.66, -2.71, 3.76)  0.083
I (0.25, -4.12, 6.29)  0.272
C (2.27, 0.19, 3.69)  0.001
C (3.05, 0.76, 2.68)  0.000
C (4.31, 0.24, 2.34)  0.000
C (5.08, 0.81, 1.18)  0.000
C (4.42, 0.47, -0.16)  0.000
C (5.25, 0.94, -1.35)  0.000
Br (6.16, -0.55, -2.22)  0.000
C (2.46, 1.93, 1.96)  0.000
O (3.09, 2.90, 1.60)  0.000
C (0.99, 1.84, 1.71)  0.000
C (0.40, 2.33, 0.57)  0.000
C (-0.96, 2.17, 0.38)  0.000
C (-1.74, 1.57, 1.36)  0.000
C (-3.19, 1.38, 1.16)  0.002
C (-3.73, 0.99, -0.07)  0.000
C (-5.10, 0.81, -0.20)  0.006
N (-5.97, 0.98, 0.80)  0.021
C (-5.44, 1.36, 1.97)  0.073
C (-4.10, 1.58, 2.20)  0.015
C (-1.15, 1.12, 2.53)  0.000
C (0.22, 1.24, 2.69)  0.000
C (0.90, 0.73, 3.92)  0.000
O (0.33, 0.76, 4.99)  0.000
H (3.31, -5.31, -0.41)  0.000
H (4.02, -3.77, -0.86)  0.000
H (2.46, -3.82, -0.04)  0.000
H (3.46, -3.87, 2.05)  0.000
H (4.53, -5.19, 1.56)  0.000
H (4.96, -2.29, 0.77)  0.000
H (6.11, -3.61, 0.61)  0.000
H (6.66, -1.58, 3.71)  0.000
H (6.63, -1.16, 1.98)  0.000
H (4.37, -2.27, 4.59)  0.000
H (2.59, -2.06, 6.22)  0.001
H (1.28, -0.91, 6.01)  0.001
H (6.09, 0.40, 1.15)  0.000
H (5.17, 1.89, 1.28)  0.000
H (3.43, 0.92, -0.24)  0.000
H (4.27, -0.60, -0.23)  0.000
H (6.03, 1.64, -1.07)  0.000
H (4.63, 1.36, -2.13)  0.000
H (1.01, 2.83, -0.17)  0.000
H (-1.43, 2.55, -0.52)  0.000
H (-3.10, 0.80, -0.93)  0.000
H (-5.51, 0.47, -1.14)  0.001
H (-6.12, 1.47, 2.80)  0.078
H (-3.75, 1.88, 3.18)  0.004
H (-1.73, 0.65, 3.31)  0.000
Ca (-7.24, 3.01, 2.10)  0.774
C (6.33, 0.34, -7.52)  -0.003
C (4.83, 0.35, -7.17)  -0.026
C (4.60, -0.17, -5.75)  -0.017
C (4.86, -1.67, -5.62)  -0.001
C (4.05, -2.47, -6.63)  -0.016
C (4.17, -1.98, -8.08)  -0.026
N (4.02, -0.49, -8.11)  -0.387
O (2.80, -0.11, -8.17)  -0.515
C (5.49, -2.43, -8.71)  -0.004
C (3.04, -2.57, -8.92)  0.002
C (4.36, 1.79, -7.30)  0.001
H (6.82, 1.15, -6.98)  0.000
H (6.84, -0.58, -7.23)  0.000
H (6.48, 0.50, -8.59)  -0.001
H (3.56, 0.03, -5.47)  -0.002
H (5.23, 0.39, -5.07)  -0.002
H (5.93, -1.88, -5.72)  0.000
H (4.59, -1.99, -4.61)  -0.001
H (4.34, -3.52, -6.61)  -0.002
H (2.99, -2.44, -6.34)  -0.002
H (5.62, -1.97, -9.69)  -0.001
H (5.47, -3.51, -8.84)  0.000
H (6.37, -2.20, -8.11)  0.000
H (2.07, -2.39, -8.48)  0.000
H (3.20, -3.65, -8.99)  0.000
H (3.05, -2.15, -9.93)  0.000
H (4.51, 2.16, -8.31)  0.000
H (4.95, 2.41, -6.62)  0.000
H (3.31, 1.90, -7.04)  0.001
Cl (0.05, -4.45, 8.94)  0.560
C (-12.64, 6.73, 4.81)  0.000
O (-12.75, 5.73, 5.81)  0.000
C (-12.28, 4.46, 5.42)  0.000
C (-10.88, 4.18, 5.92)  0.002
O (-9.91, 5.07, 5.37)  0.021
C (-9.60, 6.16, 6.23)  0.000
H (-12.74, 7.70, 5.31)  0.000
H (-11.67, 6.69, 4.31)  0.000
H (-13.44, 6.63, 4.07)  0.000
H (-12.33, 4.35, 4.33)  0.000
H (-12.95, 3.72, 5.86)  0.000
H (-10.60, 3.16, 5.62)  0.001
H (-10.86, 4.23, 7.01)  0.000
H (-8.91, 5.84, 7.01)  0.000
H (-10.50, 6.57, 6.68)  0.000
H (-9.12, 6.92, 5.62)  0.000
C (-5.80, -2.42, 1.32)  0.000
S (-5.36, -3.45, -0.10)  0.000
O (-6.61, -4.10, -0.54)  0.000
C (-4.42, -4.67, 0.83)  0.000
H (-6.43, -1.62, 0.95)  0.000
H (-6.33, -3.02, 2.06)  0.000
H (-4.89, -2.01, 1.75)  0.000
H (-5.07, -5.12, 1.59)  0.000
H (-3.55, -4.20, 1.28)  0.000
H (-4.10, -5.43, 0.12)  0.000

Entry 2:
DFT (wB97M-V/def2-TZVPD) results for a structure of composition C3H2AgFO2 in a non-equilibrium geometry.

LUMO level (spin up / spin down): 3.26 / 3.26 eV
maximum force: 1.30 eV/A
HOMO (spin up / spin down): -3.4 / -4.1 eV
expectation value of S²: 0.756
HOMO-LUMO gap (spin up / spin down): 6.70 / 7.37 eV
total charge: -1
2S+1: 2
energy relative to the best compared isomer or geometry (same formula, charge and spin): 34.4 kcal/mol

Last column: natural (NBO) charge in e.
Positions of all 9 atoms, in Å:
H (1.20, 0.35, 0.58)  0.179
C (-0.26, -0.68, -0.72)  0.217
C (0.97, -0.28, -0.28)  -0.181
O (2.10, -0.81, -0.96)  -0.514
C (3.29, -0.55, -0.69)  0.100
O (-1.39, -0.28, -0.27)  -0.867
H (-0.25, -1.42, -1.55)  0.109
F (-2.93, 2.57, 2.66)  -0.898
Ag (-2.72, 1.11, 1.23)  0.856

Entry 3:
DFT (wB97M-V/def2-TZVPD) results for a structure of composition C37H38BrN2O9P3S2Ti in a non-equilibrium geometry.

LUMO level (spin up / spin down): 3.24 / 3.23 eV
maximum force: 4.23 eV/A
HOMO (spin up / spin down): 0.1 / -2.5 eV
expectation value of S²: 2.036
HOMO-LUMO gap (spin up / spin down): 3.14 / 5.73 eV
total charge: -2
2S+1: 3

Last column: Löwdin spin population.
Positions of all 93 atoms, in Å:
Ti (-0.09, -0.19, 0.26)  0.879
C (-3.14, 1.56, -2.91)  0.002
C (-3.04, 2.12, -1.52)  0.007
C (-3.79, 1.26, -0.52)  0.001
C (-1.62, 2.36, -0.91)  0.011
C (-0.94, 3.51, -1.58)  0.004
O (-0.29, 2.92, -2.72)  0.059
C (-0.16, 1.57, -2.46)  0.230
N (-0.73, 1.19, -1.30)  0.145
C (0.43, 0.92, -3.66)  0.088
C (0.46, 1.70, -4.86)  0.087
C (0.70, 1.09, -6.04)  0.014
C (1.29, -0.19, -6.10)  0.141
C (1.51, -0.91, -4.91)  -0.006
C (0.95, -0.40, -3.74)  0.106
P (1.18, -1.38, -2.32)  0.013
C (0.58, -2.93, -2.99)  0.002
C (-0.50, -2.87, -3.94)  0.003
C (-1.06, -4.06, -4.36)  0.000
C (-0.57, -5.29, -3.95)  0.001
C (0.52, -5.37, -3.15)  0.000
C (1.00, -4.14, -2.56)  0.002
C (2.99, -1.35, -2.34)  0.007
C (3.82, -0.37, -2.92)  0.000
C (5.20, -0.44, -2.76)  0.000
C (5.74, -1.46, -2.00)  0.000
C (4.96, -2.36, -1.30)  0.001
C (3.56, -2.30, -1.50)  0.001
H (-4.15, 1.61, -3.30)  0.000
H (-2.93, 0.47, -2.92)  0.000
H (-2.47, 1.96, -3.66)  0.002
H (-3.52, 3.10, -1.51)  0.002
H (-3.58, 0.18, -0.72)  0.001
H (-4.90, 1.39, -0.60)  0.000
H (-3.64, 1.62, 0.50)  0.000
H (-1.82, 2.58, 0.15)  0.001
H (-0.17, 3.83, -0.85)  0.002
H (-1.49, 4.43, -1.74)  0.000
H (0.24, 2.75, -4.80)  0.008
H (0.37, 1.53, -6.96)  -0.003
H (1.47, -0.66, -7.08)  0.013
H (2.08, -1.85, -4.87)  -0.002
H (-0.95, -1.93, -4.32)  0.001
H (-1.95, -4.01, -5.05)  0.000
H (-0.93, -6.20, -4.48)  0.000
H (1.03, -6.24, -2.78)  0.000
H (1.83, -4.28, -1.84)  0.000
H (3.39, 0.48, -3.46)  0.000
H (5.85, 0.28, -3.32)  0.000
H (6.81, -1.57, -1.87)  0.000
H (5.35, -3.14, -0.70)  0.000
H (2.92, -2.99, -0.82)  0.000
C (0.20, -4.33, 2.73)  0.000
C (1.47, -3.59, 3.07)  0.000
O (1.74, -3.76, 4.47)  0.000
P (2.88, -4.28, 2.14)  0.000
O (2.89, -5.79, 2.63)  0.000
O (4.22, -3.55, 2.67)  0.000
O (2.64, -4.19, 0.72)  0.000
P (1.42, -1.77, 2.72)  0.002
O (0.33, -1.30, 3.77)  -0.001
O (2.81, -1.26, 3.01)  0.000
O (0.76, -1.50, 1.35)  0.007
H (0.45, -5.38, 2.46)  0.000
H (-0.34, -3.98, 1.87)  0.000
H (-0.51, -4.39, 3.62)  0.000
H (2.29, -3.02, 4.80)  0.000
H (3.33, -5.98, 3.46)  0.000
H (4.01, -2.56, 2.96)  0.000
H (-0.37, -0.71, 3.41)  -0.001
Br (-1.61, -1.97, -0.86)  0.021
S (4.40, 0.90, 0.48)  0.014
C (2.81, 0.81, 0.19)  0.016
N (1.64, 0.84, 0.00)  0.004
C (-4.80, 7.38, 6.62)  0.000
C (-4.21, 5.98, 6.49)  0.003
O (-4.96, 5.03, 6.71)  0.001
S (-2.47, 5.90, 6.15)  0.005
C (-2.47, 4.39, 5.26)  0.026
C (-1.87, 3.23, 5.77)  0.000
C (-1.60, 2.18, 4.92)  0.021
C (-1.85, 2.38, 3.50)  0.007
C (-2.43, 3.52, 3.01)  0.019
C (-2.80, 4.48, 3.90)  -0.003
C (-1.36, 1.41, 2.66)  0.048
C (-1.10, 0.44, 1.92)  -0.011
H (-5.18, 7.70, 5.64)  0.000
H (-4.00, 8.11, 6.86)  0.000
H (-5.61, 7.55, 7.36)  0.000
H (-1.73, 3.12, 6.86)  -0.001
H (-1.07, 1.29, 5.23)  0.001
H (-2.46, 3.73, 1.95)  0.001
H (-3.27, 5.40, 3.61)  -0.001

Entry 4:
DFT (wB97M-V/def2-TZVPD) results for the molecule C5H9N in a non-equilibrium geometry.

LUMO level: 0.33 eV
maximum force: 6.62 eV/A
HOMO: -8.7 eV
SMILES: [H]/N=C/C(=C)CC
HOMO-LUMO gap: 9.00 eV
energy relative to the best compared isomer or geometry (same formula, charge and spin): 70.0 kcal/mol

Last column: natural (NBO) charge in e.
Positions of all 15 atoms, in Å:
C (0.70, -0.68, 0.53)  -0.429
C (1.05, -1.57, -0.67)  -0.595
C (-0.41, 0.29, 0.18)  -0.081
C (-0.07, 1.70, 0.29)  0.128
C (-1.70, -0.11, 0.12)  -0.378
N (-0.70, 2.75, 0.48)  -0.574
H (-0.38, 3.59, -0.01)  0.356
H (0.59, 1.39, -0.68)  0.118
H (0.39, -1.30, 1.37)  0.221
H (1.60, -0.14, 0.84)  0.209
H (-1.97, -1.12, 0.36)  0.195
H (-2.51, 0.60, 0.09)  0.208
H (0.20, -2.19, -0.95)  0.208
H (1.89, -2.22, -0.43)  0.209
H (1.32, -0.97, -1.54)  0.204

> What is the maximum force in the first record?

1.56 eV/A

> Look up the maximum force of the third one.

4.23 eV/A